(1)
A cluster of 2 separate species, C29H33N2O in total, computed with ωB97M-V/def2-TZVPD.

Each line ends with the Löwdin charge.
CARTESIAN COORDINATES (ANGSTROEM)
C  1.295  6.015  -2.943  -0.045
C  2.378  5.550  -2.182  -0.056
C  2.221  4.467  -1.320  -0.015
C  0.940  3.904  -1.121  -0.184
C  0.727  2.737  -0.245  -0.042
C  1.649  1.663  -0.296  0.017
C  1.602  0.466  0.409  0.043
C  2.723  -0.396  0.661  -0.218
C  2.610  -1.386  1.670  0.001
C  3.646  -2.273  1.915  -0.043
C  4.822  -2.199  1.150  -0.035
C  4.986  -1.175  0.207  -0.052
C  3.955  -0.263  -0.031  0.002
C  -0.485  2.734  0.566  -0.167
C  -1.243  1.569  0.797  -0.006
C  -2.365  1.583  1.619  -0.034
C  -2.787  2.780  2.210  -0.037
C  -2.074  3.962  1.957  -0.051
C  -0.971  3.950  1.115  -0.010
C  -0.162  4.443  -1.831  -0.017
C  0.024  5.444  -2.774  -0.053
H  1.442  6.815  -3.669  0.115
H  3.356  6.024  -2.269  0.114
H  3.062  4.077  -0.740  0.122
H  2.505  1.813  -0.962  0.111
H  0.710  0.194  0.943  0.080
H  1.680  -1.435  2.238  0.121
H  3.547  -3.012  2.708  0.117
H  5.644  -2.888  1.350  0.118
H  5.927  -1.064  -0.334  0.115
H  4.069  0.552  -0.752  0.113
H  -0.952  0.639  0.310  0.090
H  -2.909  0.649  1.790  0.097
H  -3.671  2.793  2.848  0.116
H  -2.385  4.900  2.419  0.116
H  -0.436  4.877  0.898  0.128
H  -1.164  4.046  -1.643  0.128
H  -0.827  5.782  -3.370  0.117
C  -4.016  -3.486  3.470  -0.110
C  -3.343  -3.540  2.114  -0.250
C  -3.102  -2.140  1.574  -0.210
N  -2.576  -2.129  0.204  0.090
C  -1.264  -1.916  0.007  -0.426
C  -0.730  -2.115  -1.412  -0.276
C  -1.231  -3.370  -2.172  -0.124
C  -0.027  -3.794  -3.032  -0.145
C  1.211  -3.055  -2.443  -0.199
N  0.676  -2.259  -1.379  -0.023
O  -0.511  -1.550  0.918  0.001
H  -4.178  -4.491  3.866  0.076
H  -3.400  -2.934  4.191  0.080
H  -4.988  -2.982  3.407  0.078
H  -2.373  -4.039  2.187  0.116
H  -3.948  -4.113  1.407  0.111
H  -4.015  -1.531  1.608  0.122
H  -2.346  -1.637  2.187  0.112
H  -3.158  -2.522  -0.536  0.152
H  -1.045  -1.208  -1.982  0.155
H  -1.462  -4.167  -1.445  0.120
H  -2.128  -3.156  -2.757  0.112
H  0.118  -4.881  -3.033  0.110
H  -0.172  -3.472  -4.065  0.105
H  1.964  -3.787  -2.099  0.112
H  1.693  -2.440  -3.224  0.108
H  1.264  -1.624  -0.858  0.088

HOMO-LUMO gap in eV: 5.39
Total charge: +1
LUMO energy in eV: -5.2
Relative energy (zero: lowest compared OMol25 entry of this formula, charge and spin) in kJ/mol: 0.0

(2)
A cluster of 7 separate species, C26H45Cl18NO7P in total, computed with ωB97M-V/def2-TZVPD.

Each line ends with the Löwdin charge.
CARTESIAN COORDINATES (ANGSTROEM)
C  -5.903  -1.431  1.503  0.026
C  -6.087  0.114  1.649  -0.482
O  -6.531  0.630  2.633  0.093
O  -5.639  0.845  0.539  -0.070
C  -4.457  1.608  0.883  -0.164
C  -3.262  1.422  -0.125  -0.156
C  -3.536  0.404  -1.280  -0.200
C  -2.190  -0.068  -1.980  -0.234
C  -1.172  -0.687  -0.956  -0.196
C  -1.942  -1.609  0.053  -0.127
C  -1.008  -2.448  1.001  -0.372
C  0.008  -3.371  0.248  -0.116
C  -0.715  -4.390  -0.738  -0.351
C  -0.226  -5.874  -0.499  -0.085
C  -0.353  -4.052  -2.252  -0.114
C  -1.989  -3.441  1.789  -0.715
O  -3.170  -3.118  2.054  -0.069
O  -1.581  -4.617  2.114  -0.101
N  -0.405  -1.501  1.996  -0.203
C  0.943  -1.091  1.653  -0.278
O  1.288  0.185  2.284  -0.112
C  2.486  0.607  1.649  -0.257
O  2.234  1.492  0.555  -0.160
C  1.930  2.815  1.041  -0.164
C  2.955  3.817  0.372  -0.216
O  4.179  3.118  0.066  -0.124
P  -0.575  -2.015  3.672  0.958
C  1.010  -1.814  4.643  -0.309
C  -1.958  -0.972  4.375  -0.282
H  -6.308  -1.984  2.375  0.091
H  -4.792  -1.583  1.382  0.069
H  -6.342  -1.788  0.534  0.093
H  -4.747  2.693  0.881  0.121
H  -4.169  1.368  1.939  0.124
H  -2.359  1.169  0.489  0.104
H  -3.049  2.412  -0.612  0.113
H  -4.124  0.904  -2.099  0.113
H  -4.125  -0.492  -0.986  0.096
H  -1.775  0.811  -2.542  0.006
H  -2.455  -0.891  -2.701  0.108
H  -0.438  -1.292  -1.545  0.088
H  -0.578  0.097  -0.413  0.099
H  -2.542  -0.953  0.735  0.100
H  -2.679  -2.287  -0.447  0.127
H  0.578  -3.937  1.026  0.114
H  0.734  -2.811  -0.406  0.101
H  -1.824  -4.331  -0.683  0.127
H  0.085  -6.341  -1.476  0.059
H  -1.040  -6.521  -0.099  0.075
H  0.655  -5.897  0.181  0.072
H  -0.805  -4.887  -2.855  0.073
H  -0.887  -3.129  -2.594  0.061
H  0.745  -4.023  -2.432  0.022
H  1.723  -1.839  1.988  0.125
H  1.085  -0.922  0.553  0.115
H  3.155  1.149  2.371  0.143
H  3.094  -0.265  1.286  0.142
H  0.866  3.017  0.741  0.128
H  1.955  2.863  2.162  0.126
H  3.226  4.686  1.015  0.121
H  2.541  4.179  -0.602  0.010
H  4.111  2.732  -0.820  0.059
H  1.774  -2.579  4.357  0.035
H  1.451  -0.782  4.634  0.025
H  0.764  -2.022  5.720  0.035
H  -1.702  -0.504  5.361  0.023
H  -2.901  -1.564  4.493  0.031
H  -2.235  -0.117  3.696  0.026
C  0.496  2.088  -4.479  -1.507
Cl  1.082  1.914  -2.820  0.526
Cl  -0.963  1.126  -4.715  0.595
Cl  0.186  3.788  -4.858  0.508
H  1.264  1.722  -5.153  -0.028
C  2.797  6.686  -3.015  -1.514
Cl  4.168  7.025  -4.079  0.522
Cl  2.609  4.947  -2.778  0.545
Cl  2.998  7.508  -1.463  0.534
H  1.897  7.064  -3.488  0.016
C  -8.725  2.674  4.051  -1.546
Cl  -10.472  2.677  3.766  0.501
Cl  -8.050  4.287  3.790  0.508
Cl  -8.364  2.108  5.685  0.518
H  -8.262  1.992  3.343  -0.020
C  3.415  -1.393  -4.553  -1.520
Cl  2.764  -0.578  -5.985  0.531
Cl  3.539  -0.265  -3.201  0.500
Cl  2.413  -2.777  -4.119  0.573
H  4.411  -1.753  -4.790  0.011
C  7.466  1.370  -3.953  -1.537
Cl  7.394  0.628  -5.557  0.521
Cl  5.967  2.226  -3.594  0.515
Cl  7.783  0.151  -2.715  0.520
H  8.280  2.087  -3.945  0.014
C  8.644  0.805  0.929  -1.567
Cl  6.951  1.169  0.598  0.530
Cl  9.155  1.543  2.452  0.518
Cl  8.912  -0.942  0.964  0.511
H  9.245  1.225  0.129  0.003

HOMO-LUMO gap in eV: 5.46
Total charge: -1
LUMO energy in eV: 1.4

(3)
The ion C4H13N2 with charge +2, computed with ωB97M-V/def2-TZVPD.

Each line ends with the Löwdin charge.
CARTESIAN COORDINATES (ANGSTROEM)
C  -0.841  0.847  -0.790  -0.125
C  -0.540  -0.652  -0.634  -0.175
C  0.277  -1.187  0.616  -0.110
C  1.504  -0.235  1.046  -0.109
N  2.235  -0.050  -0.200  0.316
N  -2.082  1.150  0.017  0.225
H  0.075  1.424  -0.659  0.125
H  -1.105  0.964  -1.837  0.143
H  0.063  -0.959  -1.500  0.124
H  -1.369  -1.352  -0.804  0.137
H  -0.425  -1.292  1.444  0.120
H  0.753  -2.125  0.355  0.121
H  2.041  -0.736  1.849  0.174
H  1.085  0.749  1.232  0.121
H  2.806  0.799  -0.077  0.179
H  2.716  -0.861  -0.604  0.181
H  -2.778  0.454  -0.263  0.180
H  -2.452  2.081  -0.211  0.192
H  -1.964  0.981  1.020  0.181

HOMO-LUMO gap (alpha / beta) in eV: 13.56 / 8.07
Total charge: +2
Spin multiplicity: 2
LUMO energy (alpha / beta) in eV: -7.1 / -12.6
Relative energy (zero: lowest compared OMol25 entry of this formula, charge and spin) in kJ/mol: 81.0
<S²>: 0.75

(4)
A structure of composition C37H28Cl3CrGeN7OP, computed with ωB97M-V/def2-TZVPD.

Each line ends with the Löwdin charge.
CARTESIAN COORDINATES (ANGSTROEM)
Cr  0.077  -0.212  0.529  0.576
C  2.056  -4.393  1.668  -0.072
C  1.951  -3.126  1.113  -0.077
N  0.768  -2.581  0.847  0.096
C  -0.318  -3.305  1.130  -0.181
C  -0.198  -4.561  1.721  -0.038
N  0.981  -5.102  1.989  0.121
C  -1.613  -2.724  0.697  -0.165
C  -2.751  -3.491  0.581  0.075
C  -3.884  -2.956  -0.030  -0.109
C  -3.794  -1.667  -0.538  0.067
C  -2.638  -0.920  -0.339  -0.173
N  -1.579  -1.433  0.307  0.051
C  -2.427  0.456  -0.889  -0.174
C  -3.518  1.202  -1.121  -0.066
N  -3.662  2.456  -1.628  -0.018
C  -3.838  3.521  -2.083  0.088
C  -0.520  1.784  -1.562  -0.126
N  -1.021  0.735  -1.110  -0.130
C  -5.116  -3.755  -0.197  -0.179
C  -5.058  -5.110  -0.502  -0.005
C  -6.248  -5.807  -0.651  -0.112
N  -7.445  -5.251  -0.503  0.086
C  -7.495  -3.957  -0.205  -0.112
C  -6.366  -3.166  -0.049  -0.007
H  3.024  -4.838  1.862  0.122
H  2.834  -2.548  0.878  0.092
H  -1.068  -5.143  1.995  0.124
H  -2.757  -4.517  0.915  0.122
H  -4.607  -1.279  -1.129  0.129
H  -4.450  0.730  -0.861  0.126
H  -0.809  3.368  0.898  -0.250
H  -0.569  5.514  -2.039  -0.095
H  -4.113  -5.616  -0.658  0.116
H  -6.236  -6.861  -0.904  0.117
H  -8.484  -3.531  -0.083  0.117
H  -6.470  -2.121  0.214  0.117
O  -0.628  -0.636  3.134  -0.018
N  0.595  -0.390  2.527  -0.144
C  1.595  -0.214  3.292  -0.062
C  3.003  -0.078  2.906  -0.185
C  3.873  -0.231  3.990  -0.012
C  5.247  -0.203  3.832  -0.026
C  5.778  0.000  2.572  -0.025
C  4.928  0.180  1.490  -0.108
C  3.539  0.141  1.618  -0.299
P  2.524  0.474  0.131  1.089
C  2.954  -0.760  -1.142  -0.378
C  4.111  -1.539  -1.146  -0.088
C  4.332  -2.453  -2.165  -0.048
C  3.409  -2.593  -3.193  -0.046
C  2.255  -1.825  -3.196  -0.047
C  2.023  -0.920  -2.170  -0.117
C  3.340  1.997  -0.523  -0.339
C  3.125  2.326  -1.874  -0.159
C  3.803  3.397  -2.468  -0.209
C  4.689  4.164  -1.708  -0.101
C  4.862  3.879  -0.363  -0.059
C  4.181  2.818  0.230  -0.086
H  -0.553  -0.490  4.093  0.122
H  1.424  -0.266  4.368  0.146
H  3.462  -0.389  4.980  0.123
H  5.893  -0.333  4.689  0.125
H  6.850  0.031  2.425  0.126
H  5.365  0.381  0.521  0.114
H  4.838  -1.463  -0.350  0.092
H  5.230  -3.055  -2.157  0.118
H  3.590  -3.302  -3.989  0.119
H  1.531  -1.930  -3.993  0.118
H  1.113  -0.330  -2.187  0.067
H  2.464  1.726  -2.489  0.101
H  3.605  3.643  -3.502  0.067
H  5.207  4.995  -2.169  0.126
H  5.529  4.484  0.237  0.122
H  4.344  2.621  1.279  0.109
Cl  -0.415  2.742  1.951  0.385
Ge  1.593  4.847  -1.502  0.875
Cl  1.313  4.912  -4.109  -0.117
Cl  -0.582  4.163  -1.967  0.276

HOMO-LUMO gap (alpha / beta) in eV: 4.71 / 7.11
Total charge: +2
Spin multiplicity: 6
LUMO energy (alpha / beta) in eV: -6.8 / -6.6
Relative energy (zero: lowest compared OMol25 entry of this formula, charge and spin) in kJ/mol: 709.8
<S²>: 8.78

(5)
A cluster of 2 separate species, C3H10NOS in total, computed with ωB97M-V/def2-TZVPD.

Each line ends with the Löwdin charge.
CARTESIAN COORDINATES (ANGSTROEM)
C  -1.397  -0.085  -2.003  -0.188
N  -1.619  0.056  -0.542  -0.156
C  -0.512  0.485  0.404  -0.311
C  0.947  0.620  -0.265  -0.736
S  2.040  1.014  1.113  0.317
H  -1.915  -0.900  -2.541  0.060
H  -1.485  0.886  -2.503  0.057
H  -0.325  -0.424  -2.274  0.067
H  -2.001  -0.871  -0.241  0.084
H  -0.442  -0.160  1.366  0.097
H  -0.720  1.483  0.770  0.058
H  1.263  -0.415  -0.763  0.078
H  1.001  1.454  -0.877  -0.014
H  1.997  -0.733  2.019  -0.037
H  1.151  -1.396  3.198  -0.063
O  2.016  -1.015  3.140  -0.313

HOMO-LUMO gap in eV: 6.37
Total charge: -1
LUMO energy in eV: 3.6
Relative energy (zero: lowest compared OMol25 entry of this formula, charge and spin) in kJ/mol: 219.8

(6)
A cluster of 2 separate species, C7H8N2 in total, computed with ωB97M-V/def2-TZVPD.

Each line ends with the Löwdin charge.
CARTESIAN COORDINATES (ANGSTROEM)
C  1.402  0.203  -1.886  -0.262
C  -1.050  1.577  1.737  -0.057
C  0.258  0.941  2.029  -0.090
C  -1.192  1.543  0.369  -0.065
C  0.853  0.674  0.885  -0.106
C  -0.352  -2.687  -0.879  0.076
C  0.182  0.617  -1.444  -0.083
N  2.406  -0.257  -2.214  0.167
N  0.004  1.037  -0.168  -0.108
H  -1.846  1.758  2.531  0.117
H  0.768  0.784  2.996  0.111
H  -1.944  1.760  -0.367  0.113
H  1.898  0.483  0.713  0.124
H  -0.995  -3.340  -1.378  -0.045
H  -0.397  -2.504  0.154  -0.037
H  0.707  -3.138  -1.045  0.032
H  -0.702  0.548  -2.033  0.114

HOMO-LUMO gap (alpha / beta) in eV: 8.34 / 7.54
Total charge: 0
LUMO energy (alpha / beta) in eV: -1.0 / -0.3
Relative energy (zero: lowest compared OMol25 entry of this formula, charge and spin) in kJ/mol: 416.8

(7)
A cluster of 2 separate species, C5H8N2 in total, computed with ωB97M-V/def2-TZVPD.

Each line ends with the Löwdin charge.
CARTESIAN COORDINATES (ANGSTROEM)
C  1.631  2.037  -0.586  -0.226
C  0.689  1.187  -1.346  0.072
C  -0.178  -1.585  0.234  -0.205
C  1.236  -1.374  -0.016  -0.228
N  2.382  -1.333  -0.173  0.154
N  -0.891  -0.699  0.786  -0.003
C  -2.269  -1.054  1.057  -0.128
H  2.174  1.518  0.210  0.042
H  2.351  2.505  -1.279  0.085
H  1.074  2.891  -0.161  0.086
H  0.257  1.859  -2.119  -0.005
H  -0.550  -2.577  -0.051  0.118
H  -2.565  -2.036  0.658  0.075
H  -2.928  -0.284  0.644  0.079
H  -2.412  -1.054  2.143  0.082

HOMO-LUMO gap (alpha / beta) in eV: 8.44 / 8.43
Total charge: 0
LUMO energy (alpha / beta) in eV: -0.1 / -0.1
Relative energy (zero: lowest compared OMol25 entry of this formula, charge and spin) in kJ/mol: 537.8

(8)
A structure of composition C27H36ClN10O3Pb, computed with ωB97M-V/def2-TZVPD.

Each line ends with the Löwdin charge.
CARTESIAN COORDINATES (ANGSTROEM)
Pb  -0.693  1.595  2.468  1.411
N  -0.420  0.826  4.994  -0.076
C  0.827  0.051  5.223  -0.233
C  2.011  0.626  4.443  -0.112
C  2.116  0.115  3.007  -0.641
O  3.190  -0.186  2.541  0.085
O  0.975  0.024  2.348  -0.333
H  -0.409  1.669  5.560  0.085
H  -1.223  0.287  5.304  0.084
H  0.637  -0.971  4.898  0.119
H  1.066  0.022  6.286  0.116
H  2.948  0.382  4.936  0.122
H  1.940  1.721  4.416  0.116
N  -0.770  -1.918  2.187  0.220
C  -2.037  -1.560  2.311  -0.443
N  -2.956  -2.527  2.260  0.187
C  -4.215  -2.136  2.370  -0.431
N  -5.172  -3.064  2.335  0.191
N  -4.622  -0.851  2.517  0.178
C  -3.660  0.032  2.560  -0.282
N  -2.338  -0.228  2.469  0.056
C  -4.113  1.450  2.737  -0.211
C  -5.462  1.760  2.791  0.011
C  -5.825  3.083  2.988  -0.026
C  -4.840  4.047  3.123  -0.031
C  -3.516  3.647  3.046  -0.126
N  -3.166  2.378  2.856  -0.028
H  -0.592  -2.899  2.047  0.107
H  0.011  -1.252  2.198  0.042
H  -4.913  -4.029  2.228  0.118
H  -6.136  -2.798  2.418  0.116
H  -6.193  0.974  2.682  0.115
H  -6.871  3.357  3.037  0.120
H  -5.086  5.087  3.281  0.116
H  -2.707  4.365  3.132  0.113
C  2.821  2.839  -4.766  -0.039
C  2.865  1.357  -4.371  -0.514
C  2.306  0.543  -5.549  -0.033
C  4.331  0.959  -4.160  -0.037
C  2.060  1.117  -3.052  -0.431
O  2.376  2.136  -2.087  -0.023
C  2.323  -0.232  -2.351  -0.094
C  1.891  -1.541  -3.048  -0.133
C  1.612  -2.645  -2.054  -0.224
C  0.309  -3.062  -1.805  -0.044
C  0.035  -4.021  -0.840  -0.116
C  1.079  -4.560  -0.106  -0.682
Cl  0.734  -5.736  1.131  0.659
C  2.387  -4.173  -0.343  -0.092
C  2.644  -3.223  -1.320  -0.022
C  0.561  1.329  -3.296  -0.034
N  -0.218  1.090  -2.081  -0.084
C  -0.158  1.727  -0.916  -0.136
N  -0.892  1.087  -0.019  -0.038
C  -1.417  0.046  -0.729  -0.189
N  -1.038  0.017  -1.983  0.144
H  3.488  3.002  -5.615  0.092
H  3.141  3.486  -3.952  0.086
H  1.822  3.151  -5.080  0.082
H  2.977  0.653  -6.404  0.096
H  1.326  0.903  -5.867  0.087
H  2.231  -0.521  -5.330  0.070
H  4.908  1.225  -5.047  0.093
H  4.447  -0.115  -4.005  0.084
H  4.786  1.484  -3.314  0.092
H  3.261  1.972  -1.743  0.109
H  1.826  -0.171  -1.381  0.123
H  3.389  -0.293  -2.121  0.119
H  2.681  -1.866  -3.728  0.114
H  0.990  -1.390  -3.645  0.104
H  -0.506  -2.632  -2.376  0.103
H  -0.981  -4.353  -0.662  0.105
H  3.192  -4.607  0.234  0.110
H  3.670  -2.921  -1.500  0.123
H  0.184  0.625  -4.027  0.123
H  0.375  2.343  -3.642  0.139
H  0.465  2.590  -0.743  0.141
H  -2.068  -0.703  -0.306  0.110

HOMO-LUMO gap in eV: 7.66
Total charge: +1
LUMO energy in eV: -3.1
Relative energy (zero: lowest compared OMol25 entry of this formula, charge and spin) in kJ/mol: 0.0

Across the entries above, total energy takes the values -35629.75386; -278205.25661; -7319.19714; -183075.79683; -17645.16444; -10363.86324; -8289.42267; -67396.34994 eV, respectively.